Molecular formula: C17H31N3P2Ti
Method: DFT, ωB97M-V with the def2-TZVPD basis set

E   -64282.9937 eV
Charge   0
<S²>   2.020
Molar mass   387.27 g mol⁻¹
Energy relative to the best compared isomer or geometry (same formula, charge and spin)   27.7 kcal per mole
LUMO energy (alpha / beta)   -0.035 / -0.262 eV
Frontier orbital gap (alpha / beta)   6.2 / 7.2 eV
Multiplicity   3
HOMO (alpha / beta)   -6.19 / -7.48 eV

Cartesian coordinates (Å):
P1 0.52317 -2.28803 -0.95015
P2 0.97447 1.12594 -1.70851
C1 0.09182 -1.42033 -2.46481
C2 1.02616 -0.28643 -2.88124
H1 -0.96108 -1.10030 -2.35076
H2 0.16193 -2.28975 -3.13716
H3 2.06882 -0.61994 -2.96492
H4 0.66619 0.08826 -3.85245
C3 -0.49318 2.00582 -2.48529
H5 -0.89129 2.78292 -1.81378
H6 -1.32251 1.30253 -2.66132
H7 -0.24886 2.48711 -3.44946
C4 2.13686 2.53695 -1.63482
H8 1.93088 3.28819 -2.41519
H9 3.16669 2.17321 -1.73234
H10 2.03726 3.01995 -0.64942
C5 -0.84593 -3.43505 -0.92199
H11 -0.90068 -4.02334 -0.00058
H12 -0.61477 -4.06197 -1.78649
H13 -1.79364 -2.91128 -1.09057
C6 2.16202 -3.04664 -1.11549
H14 2.80314 -2.25411 -1.60399
H15 2.16863 -3.94613 -1.72960
H16 2.58629 -3.25642 -0.10768
Ti1 2.01789 -1.34600 0.35302
C7 -0.58510 2.98620 1.64806
C8 -1.76798 3.48592 1.26689
C9 -2.89339 2.71825 0.56306
C10 -3.22513 1.29794 1.13822
C11 -2.74040 0.23458 0.20085
C12 -1.56972 -0.31896 0.41412
C13 -0.35872 0.61570 0.53743
C14 -0.24252 1.48017 1.81972
C15 3.59881 -2.41852 1.45620
H17 0.21475 3.65183 1.99260
H18 -2.04218 4.55930 1.40786
H19 -2.68567 2.60998 -0.52064
H20 -3.82855 3.30826 0.62112
H21 -2.63518 1.12990 2.07901
H22 -4.30152 1.23503 1.42041
H23 -3.46675 -0.04289 -0.60286
H24 -1.44694 -1.34158 0.88111
H25 -0.30032 1.33721 -0.30584
H26 0.51363 -0.16667 0.48665
H27 -0.85379 0.95723 2.56533
H28 0.81316 1.34465 2.10965
H29 4.51138 -1.80093 1.41468
H30 3.90102 -3.42459 1.70258
H31 3.00797 -2.17544 2.38251
N1 0.96429 -1.92202 1.83558
C16 0.32591 -1.83357 2.89105
N2 0.37002 -1.50867 4.10190
C17 -0.49892 -0.63280 4.56242
N3 -1.22841 0.10931 5.08532